No. 1
Entry from OMol25: a structure of composition C25H36N6PbS2Si2 (wB97M-V/def2-TZVPD).

The geometry in ORCA input format:
```
! wB97M-V def2-TZVPD RIJCOSX def2/J DEFGRID3
* xyz 0 1
Pb 0.979 -0.817 -0.834
C 3.158 -0.917 -3.424
Si 4.231 -0.904 -1.888
C 5.225 -2.485 -1.862
C 5.398 0.554 -2.055
N 3.165 -0.744 -0.536
C 3.545 -0.804 0.811
C 4.882 -0.810 1.218
C 5.248 -0.833 2.556
C 4.257 -0.836 3.522
C 2.922 -0.819 3.142
C 2.525 -0.808 1.801
N 1.192 -0.776 1.380
Si -0.272 -0.788 2.284
C -1.159 -2.433 2.107
C -0.215 -0.426 4.120
C -1.398 0.515 1.539
H 3.788 -0.911 -4.316
H 2.514 -0.034 -3.480
H 2.523 -1.805 -3.479
H 5.790 -2.572 -2.794
H 4.568 -3.354 -1.783
H 5.933 -2.529 -1.035
H 6.137 0.364 -2.837
H 5.940 0.769 -1.133
H 4.844 1.454 -2.332
H 5.660 -0.804 0.465
H 6.294 -0.848 2.831
H 4.512 -0.850 4.574
H 2.169 -0.815 3.912
H -0.623 -3.221 2.640
H -1.239 -2.746 1.061
H -2.166 -2.382 2.539
H 0.271 -1.217 4.692
H -1.252 -0.363 4.463
H 0.275 0.520 4.356
H -1.639 0.308 0.492
H -0.934 1.503 1.571
H -2.339 0.572 2.093
N 2.757 2.254 0.199
C 1.533 2.576 -0.243
N 0.755 1.739 -0.863
C -0.441 2.339 -1.244
C -1.472 1.714 -1.943
C -2.618 2.438 -2.221
C -2.747 3.769 -1.819
C -1.722 4.402 -1.135
C -0.574 3.674 -0.856
S 0.873 4.184 -0.021
H 3.077 1.298 0.082
H 3.266 2.872 0.802
H -1.377 0.683 -2.263
H -3.422 1.960 -2.766
H -3.651 4.317 -2.048
H -1.815 5.435 -0.828
C -5.208 -1.167 1.956
C -4.999 -1.033 0.484
C -5.834 -0.374 -0.364
C -5.469 -0.320 -1.729
N -4.388 -0.885 -2.215
C -3.551 -1.562 -1.383
S -2.154 -2.323 -1.873
N -3.891 -1.597 -0.042
C -6.325 0.427 -2.707
H -6.220 -0.874 2.223
H -4.508 -0.523 2.489
H -5.037 -2.193 2.281
H -6.738 0.091 -0.001
H -3.246 -2.100 0.555
H -7.322 0.618 -2.314
H -6.391 -0.132 -3.638
H -5.853 1.385 -2.936
*
```

total energy = -78128.9456 eV
lowest unoccupied orbital energy = 0.000 Ha
max |F| = 0.36 eV/Å
Kohn-Sham gap = 0.2447 hartree

***

No. 2
Entry from OMol25: a cluster of 6 separate species, C25H36NO17S in total at a distorted geometry (wB97M-V/def2-TZVPD).

The geometry in ORCA input format:
```
! wB97M-V def2-TZVPD RIJCOSX def2/J DEFGRID3
* xyz -1 1
O -2.986 0.536 -5.548
N -3.639 0.047 -6.420
O -4.892 0.580 -6.481
C -5.694 0.209 -5.300
C -5.545 -1.332 -4.868
C -6.839 -1.908 -4.066
O -7.902 -2.122 -5.063
S -8.515 -0.574 -5.332
O -9.455 -0.259 -4.205
O -9.361 -0.626 -6.600
C -7.194 0.702 -5.599
C -7.514 1.924 -4.573
O -7.832 3.098 -4.967
O -7.411 1.726 -3.195
H -5.320 0.830 -4.398
H -4.687 -1.364 -4.090
H -5.217 -2.033 -5.712
H -7.131 -1.164 -3.249
H -6.583 -2.929 -3.614
H -7.293 1.067 -6.685
O -1.625 -0.770 -3.180
C -0.667 -0.064 -2.991
O 0.014 0.001 -1.816
C 1.022 1.017 -1.909
C 1.275 1.192 -3.388
C -0.083 0.897 -3.988
H 0.639 1.930 -1.442
H 1.918 0.697 -1.376
H 1.662 2.180 -3.644
H 1.999 0.446 -3.731
H -0.711 1.787 -4.032
H 0.005 0.437 -4.972
O 3.954 0.130 -0.760
C 3.645 -0.222 0.352
O 2.547 0.233 1.015
C 2.540 -0.303 2.343
C 3.402 -1.541 2.275
C 4.420 -1.176 1.220
H 2.946 0.450 3.025
H 1.515 -0.533 2.640
H 3.843 -1.808 3.233
H 2.804 -2.390 1.930
H 5.279 -0.654 1.647
H 4.742 -2.050 0.655
O 6.065 -2.759 3.335
C 5.751 -3.108 4.446
O 4.654 -2.651 5.108
C 4.643 -3.185 6.438
C 5.503 -4.425 6.375
C 6.524 -4.061 5.317
H 5.049 -2.432 7.119
H 3.618 -3.413 6.734
H 5.943 -4.692 7.337
H 4.904 -5.274 6.030
H 7.383 -3.538 5.743
H 6.846 -4.936 4.752
O -0.603 4.273 -3.842
C -1.167 4.243 -4.907
O -0.854 3.376 -5.909
C -1.641 3.684 -7.065
C -2.841 4.437 -6.541
C -2.271 5.166 -5.343
H -1.035 4.288 -7.748
H -1.927 2.760 -7.571
H -3.292 5.098 -7.283
H -3.607 3.730 -6.209
H -1.839 6.131 -5.621
H -3.015 5.289 -4.556
O 3.705 -2.895 10.640
C 3.658 -1.747 10.283
O 4.219 -1.284 9.131
C 4.072 0.140 9.071
C 2.913 0.460 9.985
C 3.026 -0.614 11.046
H 5.006 0.601 9.407
H 3.878 0.446 8.041
H 2.945 1.475 10.383
H 1.969 0.341 9.442
H 3.694 -0.316 11.858
H 2.050 -0.900 11.435
*
```

total energy = -73638.3535 eV
lowest unoccupied orbital energy = 0.044 Ha
max |F| = 7.39 eV/Å
Kohn-Sham gap = 0.2145 hartree

***

No. 3
Entry from OMol25: a structure of composition C25H36NO2Tl at a distorted geometry (wB97M-V/def2-TZVPD).

The geometry in ORCA input format:
```
! wB97M-V def2-TZVPD RIJCOSX def2/J DEFGRID3
* xyz 0 1
O -0.279 -3.383 -1.730
C 0.678 -4.489 -1.468
C -0.317 -5.563 -1.856
H 0.953 -4.471 -0.409
H 1.542 -4.401 -2.134
C -1.300 -4.397 -2.070
H -0.599 -6.225 -1.030
H -0.056 -6.113 -2.762
C -2.428 -4.400 -1.072
H -2.063 -4.549 -0.048
H -3.131 -5.210 -1.315
H -2.982 -3.453 -1.128
C -1.797 -4.138 -3.480
H -0.970 -4.147 -4.202
H -2.303 -3.159 -3.511
H -2.533 -4.904 -3.765
Tl 0.512 -1.397 -2.475
C 1.184 3.693 -2.581
C 2.571 3.422 -2.416
C 2.843 2.148 -2.998
H 3.294 4.089 -1.946
C 1.609 1.616 -3.484
C 0.583 2.571 -3.212
H -0.472 2.459 -3.457
H 0.674 4.613 -2.296
H 3.821 1.680 -3.069
H 1.484 0.669 -4.010
C -1.461 4.118 0.805
C -1.454 3.499 -0.483
C -1.697 2.103 -0.305
H -1.303 4.008 -1.432
C -1.889 1.869 1.089
C -1.732 3.107 1.770
H -1.819 3.266 2.848
H -1.301 5.175 1.004
H -1.754 1.357 -1.097
H -2.143 0.916 1.558
O -1.468 -3.677 2.203
C -1.958 -2.419 1.671
C -0.789 -1.623 1.043
H -2.449 -1.863 2.492
H -2.749 -2.610 0.924
C 0.486 -2.367 1.475
H -0.783 -0.585 1.390
H -0.894 -1.607 -0.051
C -0.022 -3.583 2.290
H 1.109 -1.729 2.109
H 1.113 -2.682 0.629
H 0.268 -3.489 3.353
H 0.414 -4.535 1.945
C 1.933 5.084 0.577
C 1.762 4.232 1.761
C 1.802 4.659 3.138
C 1.579 3.514 3.909
C 1.413 2.432 2.969
C 1.133 1.021 3.285
N 1.529 2.892 1.695
H 2.899 4.893 0.094
H 1.891 6.143 0.859
H 1.146 4.890 -0.159
H 1.970 5.685 3.454
H 1.525 3.390 4.985
H 1.768 0.352 2.692
H 1.324 0.835 4.347
H 0.081 0.768 3.087
*
```

total energy = -36779.1814 eV
lowest unoccupied orbital energy (spin up / spin down) = -0.042 / -0.043 Ha
ΔE to the lowest compared entry with this formula, charge and spin = 186.0 kJ/mol
max |F| = 3.15 eV/Å
Kohn-Sham gap (spin up / spin down) = 0.1638 / 0.1597 hartree

***

No. 4
Entry from OMol25: a structure of composition C25H36NOP3Zn at a distorted geometry (wB97M-V/def2-TZVPD).

The geometry in ORCA input format:
```
! wB97M-V def2-TZVPD RIJCOSX def2/J DEFGRID3
* xyz 0 1
Zn 0.307 2.012 -1.042
H 0.449 3.845 -1.494
H 1.190 3.928 -1.304
P -1.686 2.385 -2.117
P 3.360 1.617 -1.251
C 3.549 1.445 0.525
H 4.510 0.957 0.743
H 3.550 2.431 1.004
H 2.737 0.850 0.956
C 3.793 0.083 -2.080
H 3.598 0.209 -3.155
H 4.856 -0.145 -1.919
H 3.170 -0.740 -1.704
C 4.370 2.977 -1.846
H 4.215 3.854 -1.203
H 5.429 2.684 -1.830
H 4.060 3.219 -2.871
C -2.232 1.111 -3.301
H -3.331 1.053 -3.322
H -1.853 1.362 -4.300
H -1.791 0.150 -3.006
C -2.991 2.422 -0.847
H -2.719 3.150 -0.074
H -3.942 2.712 -1.310
H -3.089 1.430 -0.389
C -1.838 3.949 -3.027
H -1.185 3.903 -3.909
H -2.883 4.100 -3.331
H -1.488 4.767 -2.387
C 0.494 2.981 0.787
O 0.724 3.391 1.833
H 2.058 1.959 -1.828
N -0.189 0.199 -0.562
P -0.491 -1.018 0.376
C 0.662 -2.416 0.260
C 0.284 -3.724 -0.070
C 1.223 -4.760 -0.116
C 2.575 -4.503 0.124
C 2.971 -3.191 0.406
C 2.026 -2.163 0.478
C -0.373 -0.548 2.142
C -1.127 0.573 2.512
C -1.219 0.926 3.862
C -0.527 0.203 4.839
C 0.299 -0.850 4.449
C 0.380 -1.224 3.107
C -2.101 -1.904 0.492
C -2.396 -2.861 1.492
C -3.670 -3.426 1.585
C -4.663 -3.045 0.685
C -4.377 -2.111 -0.308
C -3.103 -1.550 -0.421
H -0.756 -3.948 -0.304
H 0.904 -5.778 -0.349
H 3.315 -5.313 0.094
H 4.025 -2.963 0.566
H 2.356 -1.140 0.699
H -1.639 1.164 1.744
H -1.845 1.770 4.146
H -0.623 0.470 5.890
H 0.865 -1.405 5.197
H 1.023 -2.056 2.821
H -1.632 -3.164 2.210
H -3.871 -4.160 2.370
H -5.649 -3.485 0.781
H -5.166 -1.818 -0.990
H -2.881 -0.832 -1.210
*
```

total energy = -106324.8635 eV
lowest unoccupied orbital energy = 0.016 Ha
ΔE to the lowest compared entry with this formula, charge and spin = 179.4 kJ/mol
max |F| = 3.11 eV/Å
Kohn-Sham gap = 0.1418 hartree